This record from OMol25 describes 3 unconnected molecules or ions with the total composition C25H61Br2F3N7O4P2S. The level of theory is the ωB97M-V functional and the def2-TZVPD basis.

Calculated values
Orbital gap (eV): 6.3
HOMO (Eh): -0.3384
E_tot (eV): -223170.8050
Total charge: +1
E_LUMO (eV): -2.87

Last column: Mulliken charge in e.
Cartesian coordinates (Å):
H (3.709, -5.830, -7.468)  0.289
C (-2.344, 2.571, 5.843)  -0.995
N (-2.166, 0.276, -1.332)  0.448
H (-2.673, 3.610, 5.853)  0.299
H (2.008, 1.881, 0.726)  0.413
H (3.879, -5.221, -4.931)  0.345
N (-0.628, 4.041, 8.568)  0.161
Br (-5.141, -3.907, 0.213)  -0.054
H (2.939, -0.166, -8.731)  0.371
C (0.767, -0.126, 2.829)  -0.274
H (-3.212, 1.950, 6.074)  0.394
H (2.047, 5.086, 6.341)  0.327
C (1.697, 0.150, -0.465)  -0.894
H (2.075, -0.001, -7.185)  0.281
H (2.635, 2.157, 8.602)  0.336
H (2.629, 4.897, 8.002)  0.249
H (1.353, -1.968, -0.552)  0.522
H (2.818, 1.718, 6.893)  0.312
H (4.192, -5.069, -8.996)  0.330
H (-1.166, 0.217, -3.207)  0.512
H (-0.642, 3.751, 1.171)  0.115
C (-3.406, -1.928, -0.768)  -0.914
C (-2.889, 3.417, 0.142)  -0.656
C (-3.153, -0.780, -1.773)  -0.921
C (-0.915, 0.185, -2.148)  -1.022
N (2.521, -4.216, -8.162)  0.081
N (1.461, 3.287, 7.277)  0.263
H (4.299, -3.577, -5.361)  0.322
H (-3.727, 2.790, 0.454)  0.263
H (-3.319, 4.352, -0.215)  0.433
H (0.225, -4.456, -5.213)  0.359
H (3.363, 3.977, 6.674)  0.381
H (-2.011, 2.343, 4.822)  0.264
H (0.987, -1.144, 3.158)  0.320
F (-4.989, -0.247, 0.465)  -0.222
C (3.788, -4.871, -7.999)  -0.859
H (-2.834, 1.768, -2.760)  0.428
H (0.743, 3.603, 10.119)  0.287
H (-0.209, -0.157, 2.329)  -0.087
C (-0.720, 5.472, 8.872)  -0.966
N (-1.300, 2.332, 6.844)  0.153
C (-5.782, -1.137, -0.193)  0.552
H (-2.872, -2.822, -1.085)  0.748
P (1.777, -3.106, -6.982)  0.741
N (2.258, -4.091, -5.640)  0.316
F (-6.658, -1.600, 0.683)  -0.224
C (0.745, -1.062, -0.596)  -0.597
H (1.659, 0.830, -1.321)  0.466
O (-0.057, 3.845, 5.415)  -0.761
H (2.008, -5.418, -9.827)  0.326
H (2.730, -0.181, -0.354)  0.449
H (0.617, -1.225, -2.713)  0.566
H (1.394, 1.228, 7.790)  0.300
C (-4.898, -2.280, -0.844)  0.321
H (-1.040, 2.553, -0.696)  0.225
C (3.513, -4.186, -4.928)  -1.039
H (-0.981, 3.414, 10.494)  0.356
H (4.527, -4.259, -7.491)  0.196
H (4.597, -0.683, -7.293)  0.397
H (-3.216, -1.695, 0.275)  0.349
C (4.159, -1.586, -6.869)  -1.051
H (0.660, 0.543, 3.688)  0.169
H (0.059, -1.133, 0.249)  0.247
H (0.266, 5.919, 9.067)  0.314
C (1.211, -4.887, -5.026)  -1.208
O (1.017, -2.062, -6.169)  -0.725
H (3.407, -3.870, -3.882)  0.230
H (-0.038, 0.772, 6.120)  0.302
H (4.922, -2.355, -6.998)  0.271
C (-2.053, 2.799, -1.003)  -0.527
H (1.333, -4.935, -3.940)  0.375
O (-1.887, 0.309, 0.029)  0.010
C (-2.787, 1.621, -1.683)  -0.886
H (-2.767, -1.225, -2.687)  0.218
H (1.207, -5.915, -5.415)  0.240
H (-3.818, 1.640, -1.324)  0.542
H (-0.267, 1.042, -1.971)  0.536
H (-0.719, -1.976, -1.884)  0.206
C (2.292, -0.681, -8.019)  -1.005
H (0.352, 1.303, 0.843)  0.060
C (2.095, 2.044, 7.653)  -1.027
O (1.811, 0.293, 1.966)  -0.441
H (-0.178, 2.209, 9.523)  0.175
H (-0.551, 0.618, 7.827)  0.306
H (-4.099, -0.331, -2.067)  0.573
H (0.672, -4.504, -9.139)  0.345
H (-1.171, 6.011, 8.035)  0.318
C (2.419, 4.360, 7.068)  -1.153
P (-0.182, 3.664, 6.915)  0.604
H (-2.733, 0.420, 0.497)  0.213
H (-1.684, 0.294, 6.559)  0.416
C (1.395, 0.972, 0.804)  -0.240
F (-5.280, -2.503, -2.117)  -0.272
C (1.575, -5.068, -8.887)  -0.998
H (1.269, -5.946, -8.299)  0.319
H (-1.969, 3.574, -1.768)  0.409
S (-1.906, 3.823, 1.627)  -0.146
N (2.930, -1.921, -7.573)  0.150
H (1.349, -0.885, -8.526)  0.321
C (-0.226, 3.279, 9.715)  -0.814
C (-0.856, 0.950, 6.833)  -1.076
H (3.997, -1.406, -5.796)  0.292
H (-1.355, 5.644, 9.744)  0.328
C (-0.093, -1.077, -1.895)  -0.945
Br (-6.789, -0.123, -1.524)  -0.056